Entry 1:
A single C5H7NO molecule, computed with wB97M-V/def2-TZVPD.

Values from the calculation:
Energy above the lowest of the compared OMol25 structures with the same formula, charge and spin: 122.5 kcal/mol
Highest occupied orbital energy: -9.69 eV
Total charge: 0

Structure (XYZ):
```
14
Properties=species:S:1:pos:R:3:forces:R:3
C 1.234564 -0.203631 -1.293067 0.0 0.0 0.0
C 0.227763 0.062066 -0.205997 0.0 -0.1 -0.1
N 0.380987 1.294997 0.572249 -0.1 0.2 0.0
C 0.492196 0.029138 1.257821 0.1 -0.2 0.1
C -1.928869 -0.807469 0.730529 0.0 0.0 -0.2
C -1.198148 -0.351893 -0.421464 -0.2 0.0 -0.2
O -1.807478 -0.422974 -1.482086 0.2 0.1 0.3
H 1.342123 -1.277057 -1.477599 0.0 0.1 0.0
H 2.205688 0.209576 -1.005723 -0.2 -0.1 0.0
H 0.915870 0.273282 -2.225417 0.0 -0.1 0.2
H -0.497804 1.776991 0.740476 0.1 -0.1 0.0
H 1.458355 -0.236483 1.673507 0.0 0.0 -0.1
H -2.481036 -0.010975 1.258264 0.1 -0.1 -0.1
H -0.344212 -0.335567 1.878508 0.1 0.2 0.0
```
Positions in Å, forces in eV/Å.

Atomic partial charges in e from the natural (NBO) method, atoms 1 to 8: -0.610 -0.021 -0.550 -0.225 -0.033 0.361 -0.533 0.222



Entry 2:
C7H12F13N2O11S4V as an isolated structure in a non-equilibrium geometry, computed with wB97M-V/def2-TZVPD.

Values from the calculation:
Multiplicity: 4
Energy above the lowest of the compared OMol25 structures with the same formula, charge and spin: 54.0 kcal/mol
Highest occupied orbital energy (spin up / spin down): -6.00 / -7.20 eV
Total charge: -1

Structure (XYZ):
```
50
Properties=species:S:1:pos:R:3:forces:R:3
V 9.517480 -21.904310 25.417020 0.4 2.5 -1.5
C 10.717960 -20.452810 20.559510 -4.3 0.6 -0.9
F 10.547950 -20.641660 19.240750 0.5 -0.3 0.5
F 11.689960 -21.124550 21.018060 2.5 -1.1 0.6
F 10.813550 -19.166830 20.753420 0.9 1.1 0.4
S 9.151180 -21.011800 21.506840 -0.6 0.5 0.6
O 8.865090 -22.349510 21.049950 -0.1 0.2 -0.2
O 9.554280 -21.040510 22.922460 -0.6 1.2 -0.9
N 7.987410 -19.684510 21.071100 2.4 -3.3 1.5
S 7.150450 -20.249550 19.844540 -0.1 0.4 -1.4
O 6.613720 -19.147860 19.107470 -1.0 0.5 0.6
O 7.843130 -21.187060 18.997210 -0.9 -0.5 0.6
C 5.629590 -21.080690 20.754220 -0.4 0.6 -1.5
F 5.959980 -22.225790 21.297770 0.3 -0.8 0.3
F 5.170140 -20.294940 21.771190 0.0 -0.4 -1.4
F 4.617030 -21.371480 19.830420 1.2 0.9 1.5
C 9.006470 -25.584730 27.912900 0.7 0.9 1.6
F 7.897270 -24.889850 28.024420 -0.5 0.6 0.1
F 9.243430 -26.233440 29.060730 -0.1 0.2 -0.3
F 8.821320 -26.466440 26.979070 0.4 -0.7 -1.2
S 10.564150 -24.433950 27.635680 1.0 -1.0 -0.9
O 11.371720 -24.638110 28.841710 -1.3 1.0 -2.2
O 11.127520 -24.933500 26.373560 -0.9 1.2 1.3
N 9.866330 -22.792520 27.293620 1.9 -4.6 -0.5
S 9.529710 -22.142290 28.642520 -1.8 2.2 6.1
O 8.437650 -21.183000 28.453110 1.8 -1.2 0.0
O 9.380080 -23.083310 29.818760 0.6 2.2 -3.3
C 11.215700 -21.064680 29.039010 -2.3 0.7 0.9
F 11.326460 -20.827490 30.388100 -0.1 -0.6 -1.4
F 12.291040 -21.697240 28.615260 0.1 0.0 -0.1
F 11.097970 -19.865200 28.451910 0.3 -1.0 0.2
F 9.679780 -19.674970 25.779170 0.0 -2.5 -0.3
C 7.760370 -24.174830 23.625410 -1.7 0.5 -1.4
O 8.950620 -23.954740 24.282660 1.6 0.8 1.3
H 7.171430 -23.261130 23.545310 0.2 0.1 0.4
H 7.971170 -24.364820 22.573000 -0.3 -0.7 0.0
H 7.139710 -24.896190 24.156950 0.1 -0.4 -0.3
H 9.572210 -24.634180 24.011380 0.2 0.1 0.3
C 11.961230 -23.057430 23.595190 1.1 -0.2 -0.5
O 11.555770 -22.255090 24.742470 0.3 -1.0 -1.3
H 12.735900 -22.586970 22.989680 -0.3 1.0 0.0
H 12.540520 -23.951970 23.823940 -0.7 -0.4 1.0
H 11.175810 -23.333190 22.891500 -0.4 0.5 0.6
H 12.353650 -22.111890 25.256760 -0.1 0.2 0.3
C 6.563880 -20.837940 24.570230 -1.9 0.4 -1.7
O 7.445970 -21.666670 25.268260 -0.3 -0.3 0.9
H 5.925780 -21.479560 23.962570 0.0 -0.2 -0.5
H 5.825160 -20.465010 25.279680 0.4 1.0 0.0
H 6.984330 -20.119360 23.866700 0.4 0.1 0.7
H 6.785740 -21.932690 25.912410 1.0 -0.9 1.0
```
Positions in Å, forces in eV/Å.

Atomic partial charges in e from the natural (NBO) method, atoms 1 to 8: 1.380 0.784 -0.308 -0.291 -0.298 2.078 -0.930 -0.948



Entry 3:
A 10-piece molecular cluster, C6H31NO10 overall in a non-equilibrium geometry, computed with wB97M-V/def2-TZVPD.

Values from the calculation:
SMILES string: CCN[C@@H](C)CC=O.O.O.O.O.O.O.O.O.O
Energy above the lowest of the compared OMol25 structures with the same formula, charge and spin: 30.9 kcal/mol
Highest occupied orbital energy: -9.54 eV
Total charge: 0

Structure (XYZ):
```
48
Properties=species:S:1:pos:R:3:forces:R:3
C -0.411812 0.000469 -2.080188 0.6 0.7 0.0
C -0.101031 0.304439 -0.619169 1.4 -0.5 -0.9
N -0.493665 -0.764392 0.310484 1.3 0.9 0.9
C -0.302648 -0.371801 1.723758 0.6 -1.8 0.2
C -1.363362 -1.061348 2.559475 -0.4 0.3 0.4
C 1.096403 -0.831476 2.188523 0.3 1.0 -0.5
C 1.569797 -0.003052 3.359036 0.5 -0.6 -0.2
O 2.740646 0.157171 3.602289 -0.3 0.3 0.2
H -1.456292 0.076777 -2.352764 -0.2 -0.1 0.0
H 0.010085 -0.947024 -2.384218 -0.2 -0.6 0.1
H 0.174301 0.720797 -2.665898 -0.6 -0.1 0.0
H -0.354367 1.327315 -0.353690 -0.8 0.0 0.3
H 1.006458 0.340713 -0.631967 -0.8 -0.1 0.5
H -1.436144 -1.040978 0.261278 -1.5 0.0 -0.8
H -0.317892 0.712112 1.858358 -0.3 0.1 -0.2
H -1.332322 -0.750514 3.603217 0.1 0.1 0.1
H -2.376964 -0.846516 2.219482 0.0 0.1 -0.1
H -1.231225 -2.138834 2.549132 0.1 -0.2 -0.1
H 1.301811 -1.882088 2.404399 -0.8 -0.2 0.2
H 1.760664 -0.641550 1.342601 0.3 0.3 0.2
H 0.776293 0.424366 4.003916 0.1 0.1 0.0
O 3.062797 2.001546 -1.327776 -0.4 -0.7 0.7
H 2.962092 2.118645 -0.358450 0.0 0.6 -0.6
H 2.675194 1.103969 -1.380300 0.8 0.1 -0.4
O -3.180336 -1.169713 -0.771537 -0.6 -1.4 -0.1
H -2.927849 -2.084536 -1.071567 0.5 0.9 -0.2
H -4.123056 -1.322759 -0.632636 -0.1 0.5 0.2
O 1.095912 2.421991 -3.161414 0.4 0.5 -0.2
H 1.540082 3.104141 -3.695692 -0.2 -0.5 0.4
H 1.717146 2.239139 -2.417689 -0.1 0.6 -0.5
O 2.646718 -0.734652 -1.321398 0.4 -0.7 0.9
H 2.552925 -1.146171 -0.438866 0.1 0.5 -0.6
H 2.508737 -1.493393 -1.888538 -0.2 -0.2 -0.5
O 0.735989 -3.027520 -1.016631 -0.1 0.3 0.4
H 0.295155 -2.306154 -0.482360 0.5 0.0 0.0
H 1.212888 -3.575648 -0.380497 -0.2 0.0 -0.1
O -1.891290 -3.374298 -1.839588 0.3 -0.1 0.0
H -1.724437 -3.617505 -2.755137 -0.3 0.0 -0.1
H -0.981493 -3.240147 -1.508030 -0.1 -0.3 0.0
O -3.099315 1.694758 -0.341084 0.5 1.0 1.8
H -2.730454 0.805844 -0.399376 -0.7 0.0 -1.1
H -3.646935 2.070946 -1.020787 0.0 -0.9 -0.7
O 2.162669 2.438912 1.155556 0.9 -0.1 0.4
H 1.279243 2.514406 1.494137 -0.8 0.1 0.3
H 2.733475 2.270696 1.919223 -0.2 0.0 -0.1
O -1.298917 3.157670 1.315171 -0.2 -0.1 -0.4
H -2.086886 2.842327 0.815865 0.4 -0.1 0.3
H -0.748787 3.522922 0.611344 0.0 0.1 0.1
```
Positions in Å, forces in eV/Å.

Atomic partial charges in e from the natural (NBO) method, atoms 1 to 8: -0.646 -0.258 -0.685 -0.050 -0.624 -0.527 0.445 -0.527



Entry 4:
C53H40F6N2O5P2RuS6Si as an isolated structure in a non-equilibrium geometry, computed with wB97M-V/def2-TZVPD.

Values from the calculation:
Multiplicity: 6
Energy above the lowest of the compared OMol25 structures with the same formula, charge and spin: 0.0 kcal/mol
Highest occupied orbital energy (spin up / spin down): -3.74 / -4.96 eV
Total charge: -1

Structure (XYZ):
```
116
Properties=species:S:1:pos:R:3:forces:R:3
Ru -0.003793 0.131195 -0.724491 0.3 0.8 -1.3
C 1.381079 2.361232 2.943172 0.0 -0.6 -0.4
Si 0.807638 0.904782 1.797819 -0.3 0.8 1.6
C -1.095397 1.164871 2.357417 0.2 -0.1 -0.8
C -1.273957 1.314780 3.733177 0.0 -0.1 0.2
C -2.459961 1.750320 4.293417 0.0 0.0 0.0
C -3.537758 2.038912 3.474239 -0.1 0.1 0.0
C -3.430626 1.794744 2.122199 0.1 0.1 -0.1
C -2.229962 1.348237 1.558322 0.0 0.1 0.3
P -2.255467 0.833618 -0.189945 -0.9 1.3 0.5
C -3.944736 0.154454 -0.177577 0.1 -0.5 -0.3
C -4.033178 -0.984109 0.629117 0.1 0.1 -0.1
C -5.244295 -1.603858 0.844235 0.0 -0.1 0.1
C -6.388987 -1.106277 0.235046 0.0 0.1 0.0
C -6.298663 -0.009753 -0.607337 -0.2 -0.1 0.1
C -5.081353 0.612253 -0.834023 0.4 0.2 0.1
C -2.214095 2.522317 -1.153734 0.5 -0.9 0.6
C -1.982107 2.241701 -2.581551 0.1 -0.1 -0.5
C -2.716495 2.833206 -3.564402 0.3 -0.2 0.0
C -3.765156 3.707185 -3.256743 -0.1 0.1 -0.2
C -4.061906 3.974649 -1.915372 0.0 0.0 0.6
C -3.330214 3.433844 -0.899861 -0.4 0.3 -0.1
C 1.139750 -0.848303 2.586518 -0.2 0.4 -0.6
C 1.478830 -0.979419 3.927716 -0.1 0.0 0.2
C 1.899579 -2.181907 4.467941 0.0 0.1 0.1
C 2.001200 -3.305156 3.663906 0.0 -0.1 0.0
C 1.648690 -3.212286 2.332110 0.0 0.0 0.0
C 1.209729 -2.001894 1.800564 0.0 0.0 -0.1
P 0.734786 -1.975280 0.031401 0.7 -1.2 0.9
C -0.551443 -3.268542 -0.021599 -0.1 0.2 -0.2
C -1.252845 -3.668934 1.111531 0.1 0.2 0.0
C -2.166541 -4.703278 1.027169 0.0 -0.1 0.1
C -2.358678 -5.368351 -0.171478 -0.1 0.0 -0.1
C -1.710389 -4.935371 -1.315671 0.2 -0.2 0.1
C -0.835784 -3.867434 -1.248918 0.0 0.1 0.3
C 2.168342 -2.884951 -0.694362 0.0 0.2 -0.2
C 2.144943 -4.179804 -1.203663 -0.1 0.1 0.1
C 3.282161 -4.733247 -1.764092 0.0 -0.1 0.0
C 4.464550 -4.018134 -1.814130 0.0 0.0 0.0
C 4.510463 -2.743685 -1.275791 0.1 0.0 0.0
C 3.373445 -2.187897 -0.721992 -0.2 0.1 0.0
H 1.261126 2.127549 3.992778 -0.1 -0.1 0.3
H 0.774919 3.239734 2.753831 -0.2 0.2 -0.2
H 2.412131 2.641323 2.781218 0.1 0.1 0.1
H -0.464811 1.078685 4.404023 0.2 0.0 0.1
H -2.538465 1.875233 5.364596 0.0 0.0 0.1
H -4.455221 2.432417 3.887185 -0.1 0.0 0.0
H -4.285797 1.952238 1.479875 -0.1 0.0 0.0
H -3.122688 -1.360799 1.085282 -0.1 -0.1 0.1
H -5.298954 -2.454634 1.509604 0.0 -0.1 0.0
H -7.345715 -1.577006 0.413896 -0.1 0.0 0.0
H -7.192531 0.379608 -1.075116 0.0 0.0 -0.1
H -5.018115 1.464191 -1.495402 0.0 0.1 0.0
H -1.155030 1.574571 -2.828879 -0.2 0.2 0.0
H -2.487528 2.620059 -4.598951 0.1 0.0 -0.1
H -4.320912 4.191821 -4.044370 -0.1 0.0 -0.1
H -4.870040 4.650162 -1.670783 -0.1 0.1 0.0
H -3.515410 3.711688 0.128136 -0.1 0.0 0.0
H 1.424473 -0.110131 4.563820 0.1 0.1 0.2
H 2.171739 -2.236496 5.512960 0.0 0.0 0.1
H 2.361548 -4.241273 4.067200 0.0 -0.1 0.0
H 1.721770 -4.078289 1.685944 0.0 -0.1 0.0
H -1.084002 -3.170750 2.057727 0.0 0.0 0.0
H -2.709317 -5.001122 1.913155 -0.1 -0.1 0.0
H -3.035664 -6.206528 -0.228568 -0.1 -0.1 0.0
H -1.882408 -5.426074 -2.259854 -0.1 0.0 -0.1
H -0.365795 -3.491086 -2.151921 0.1 -0.2 0.1
H 1.242949 -4.770224 -1.167775 0.0 0.0 0.0
H 3.234341 -5.734382 -2.167206 0.0 -0.1 0.0
H 5.341636 -4.457023 -2.267128 0.1 0.0 0.0
H 5.431942 -2.181710 -1.288873 0.1 0.1 0.0
H 3.408309 -1.196272 -0.299615 0.0 0.0 0.0
F -3.632102 0.159285 -4.307433 0.3 0.0 0.1
C -3.953690 -1.104104 -4.046973 -0.2 0.0 -0.1
F -5.111884 -1.101760 -3.383220 0.3 -0.1 0.3
F -4.184182 -1.714536 -5.212568 0.2 -0.2 -0.1
S -2.603559 -2.030951 -3.123335 -1.4 0.5 -0.6
O -2.230201 -1.244959 -1.981349 -0.1 -0.1 -0.2
O -3.230801 -3.294727 -2.909207 0.0 -0.1 -0.2
N -1.513683 -2.063093 -4.257556 0.3 -0.2 0.3
S -0.053164 -1.546980 -4.053032 0.5 0.2 -1.7
O 0.169546 -0.579028 -3.012689 -0.1 0.4 0.5
O 0.939335 -2.563701 -4.191682 0.0 -0.3 0.0
C 0.120395 -0.473192 -5.587951 0.0 0.1 0.0
F 0.094319 -1.140663 -6.741682 -0.1 -0.3 0.3
F -0.852957 0.436744 -5.626444 -0.2 0.0 0.2
F 1.281646 0.187469 -5.534755 0.2 -0.1 0.2
O 2.168034 0.787300 0.760747 -0.2 -0.1 -0.3
C 3.485679 1.300108 0.657430 -0.2 0.1 -0.1
C 3.584776 2.791714 0.850697 0.3 0.5 0.2
C 2.773300 3.740047 0.315111 0.1 -0.4 0.0
C 3.224802 5.052974 0.563518 0.1 0.1 0.0
C 4.383710 5.087190 1.264711 0.3 -0.3 0.1
S 4.945868 3.502171 1.656112 -0.4 0.2 -0.2
C 3.882852 1.119101 -0.790806 -0.2 -0.2 -0.2
C 5.105463 1.192489 -1.390253 -0.2 -0.1 0.3
C 5.027395 1.043210 -2.792399 -0.2 -0.1 -0.4
C 3.748268 0.895688 -3.226705 -0.3 0.0 0.0
S 2.605147 0.944465 -1.945033 1.1 0.1 0.0
C 4.356398 0.555306 1.640493 0.5 -0.3 0.0
C 4.186734 0.504384 2.993684 0.0 0.0 -0.3
C 5.091502 -0.358173 3.647095 0.1 -0.1 0.0
C 5.953057 -0.953641 2.785878 0.0 0.1 -0.5
S 5.672676 -0.463881 1.159755 -0.1 0.0 0.6
H 1.865605 3.498891 -0.206493 -0.2 0.0 -0.1
H 2.700756 5.924577 0.218186 -0.1 0.2 0.0
H 4.946539 5.944183 1.580068 0.1 0.2 0.1
H 6.030203 1.349042 -0.864463 0.1 0.1 0.2
H 5.880974 1.038481 -3.450022 0.1 0.0 -0.1
H 3.390544 0.760609 -4.227650 0.0 0.0 -0.3
H 3.425137 1.045298 3.515944 -0.2 0.2 0.1
H 5.093569 -0.532069 4.710758 0.0 0.0 0.1
H 6.733018 -1.657173 3.005497 0.2 -0.1 0.0
S -0.676204 4.630121 -0.193341 -0.1 -0.1 0.0
C -0.851098 2.971890 -0.518286 -1.7 2.8 -0.2
N 0.046915 2.114621 -0.316737 1.9 -3.1 0.7
```
Positions in Å, forces in eV/Å.

Atomic partial charges in e from the Mulliken method, atoms 1 to 8: -0.681 -1.313 1.996 -0.021 0.232 -1.143 -1.044 -0.418